[1]
Below is C12H14P2 in the gas phase in a non-equilibrium geometry, with properties calculated with ωB97M-V/def2-TZVPD.

Cartesian coordinates (Å):
C 1.801 2.656 -2.076
C 1.229 3.302 -0.959
C -1.929 -1.217 -0.385
C -0.400 -0.430 1.426
C 1.648 1.405 -2.505
C 0.353 2.817 -0.102
C -1.292 -2.288 0.172
C -0.346 -1.788 1.154
C -0.386 0.887 -0.778
C -0.519 3.262 0.996
C -1.130 -3.684 -0.254
C 0.722 -2.617 1.823
P 0.416 0.130 -1.990
P -1.700 0.418 0.358
H 2.625 3.351 -2.459
H 1.583 4.238 -0.759
H -2.759 -1.434 -1.209
H 0.333 0.084 2.101
H 2.202 1.118 -3.360
H 0.035 4.192 1.340
H -0.537 2.508 1.805
H -1.575 3.477 0.938
H -0.225 -3.741 -0.803
H -1.907 -3.923 -0.905
H -1.108 -4.272 0.645
H 0.307 -3.268 2.589
H 1.431 -2.031 2.221
H 1.127 -3.152 0.975

Results
Total energy   -1148.139940 Eh
LUMO   0.142 eV
Relative energy (zero: lowest compared OMol25 entry of this formula, charge and spin)   53.69 kcal per mole
HOMO level   -7.8 eV

***

[2]
Below is a molecular structure, C12H15AsN2O10S2SeV in a non-equilibrium geometry, with properties calculated with ωB97M-V/def2-TZVPD.

Cartesian coordinates (Å):
V 1.309 1.830 -0.168
O 2.608 4.437 3.129
As 1.276 3.678 2.210
O 2.122 3.220 0.721
O 0.034 1.686 0.750
C 1.186 1.913 3.203
C 0.076 1.739 4.014
C -0.306 0.477 4.456
C 0.398 -0.646 4.043
C 1.536 -0.498 3.259
C 1.953 0.771 2.884
S 3.488 0.900 1.948
O 4.067 2.168 2.334
O 4.278 -0.235 2.367
O 3.074 0.788 0.517
H 3.382 3.893 2.885
H -0.519 2.608 4.279
H -1.179 0.366 5.092
H 0.066 -1.634 4.341
H 2.114 -1.351 2.928
Se 0.211 3.310 -1.658
O 1.487 0.472 -3.508
S 2.214 0.521 -2.251
O 1.101 0.265 -1.117
O 2.656 1.921 -1.893
O 3.254 -0.472 -2.158
N -2.050 1.474 -2.386
C -1.803 0.393 -2.057
N -1.578 -0.876 -1.680
C -2.656 -1.545 -0.956
C -3.701 -2.057 -1.945
C -3.032 -2.992 -2.962
C -1.834 -2.315 -3.644
C -0.859 -1.753 -2.613
H -3.080 -0.852 -0.233
H -2.210 -2.385 -0.418
H -4.125 -1.195 -2.471
H -4.510 -2.572 -1.419
H -3.761 -3.296 -3.719
H -2.696 -3.901 -2.449
H -2.191 -1.488 -4.266
H -1.318 -3.029 -4.292
H -0.061 -1.177 -3.072
H -0.418 -2.561 -2.024

Results
Multiplicity   2
<S²>   0.761
Charge   -2
Total energy   -7705.936326 Eh
LUMO (alpha / beta)   4.471 / 4.471 eV
HOMO level (alpha / beta)   -2.1 / -1.7 eV

***

[3]
Below is a molecular structure, C12H15BBeCl2N6O2 in a non-equilibrium geometry, with properties calculated with ωB97M-V/def2-TZVPD.

Cartesian coordinates (Å):
H -0.104 2.826 1.617
N 0.173 1.540 -0.004
B 0.645 0.411 -2.142
N 0.606 1.723 -1.295
C 1.045 2.983 -1.469
Be -1.105 -1.405 0.658
H 1.473 3.288 -2.411
C 0.811 3.672 -0.278
H 0.978 4.709 -0.069
C 0.254 2.724 0.609
H 0.880 0.609 -3.297
C -2.348 -2.470 1.320
H -3.077 -1.811 1.821
H -1.872 -3.074 2.105
H -2.859 -3.139 0.616
N -0.765 -0.272 -1.887
N 1.762 -0.405 -1.478
N -1.339 -0.848 -0.719
N 1.480 -0.851 -0.240
C -1.755 0.004 -2.762
C 3.002 -0.791 -1.795
H -1.538 0.420 -3.739
H 3.414 -0.525 -2.756
C -2.977 -0.312 -2.187
C 3.521 -1.501 -0.704
C -2.687 -0.829 -0.932
C 2.518 -1.548 0.259
H -3.958 -0.175 -2.607
H 4.500 -1.944 -0.619
H -3.386 -1.167 -0.186
H 2.446 -1.993 1.245
H 0.725 -0.414 0.298
Cl 0.426 -1.294 4.705
C 0.183 0.237 3.831
Cl 1.686 1.012 3.297
C -0.624 -0.006 2.562
O -1.621 0.685 2.334
O -0.152 -0.986 1.816
H -0.361 0.919 4.483

Results
Total energy   -1905.392525 Eh
LUMO   0.419 eV
HOMO level   -8.5 eV

***

[4]
Below is 3 unconnected molecules or ions with the total composition C12H15ClF6N2O5P in a non-equilibrium geometry, with properties calculated with ωB97M-V/def2-TZVPD.

Cartesian coordinates (Å):
O 0.110 -7.013 -3.493
P 1.482 -6.927 -2.423
Cl 1.018 -8.079 -0.689
N 1.614 -5.228 -1.801
C 1.091 -4.054 -2.552
C 1.129 -2.463 -2.191
C 1.893 -2.224 -0.717
C 2.343 -3.668 -0.099
N 2.205 -5.051 -0.594
H 0.216 -6.409 -4.285
H 0.555 -4.316 -3.588
H 0.715 -1.577 -2.847
H 2.075 -1.165 -0.256
H 2.901 -3.581 0.955
C -4.614 -0.475 -2.876
C -3.708 0.737 -2.987
O -3.153 1.070 -1.706
C -2.046 0.355 -1.323
O -1.533 -0.528 -2.005
C -1.532 0.844 0.030
F -2.533 1.035 0.937
F -0.878 2.036 -0.070
F -0.656 -0.023 0.612
H -5.382 -0.313 -2.113
H -5.101 -0.684 -3.832
H -4.049 -1.363 -2.573
H -4.294 1.602 -3.314
H -2.917 0.584 -3.731
C 0.146 3.720 2.116
C 1.367 2.982 2.633
O 2.295 3.900 3.231
C 2.038 4.258 4.529
O 1.080 3.845 5.177
C 3.126 5.195 5.053
F 3.459 6.170 4.159
F 4.282 4.530 5.337
F 2.767 5.840 6.199
H 0.443 4.523 1.434
H -0.526 3.037 1.590
H -0.408 4.188 2.936
H 1.887 2.504 1.796
H 1.092 2.187 3.337

Results
Charge   +1
Total energy   -2352.269561 Eh
LUMO   -5.926 eV
HOMO level   -13.0 eV